The following is a quantum chemistry calculation of a 9-piece molecular cluster, C54H89BF4NO13P overall at a distorted geometry, from the Open Molecules 2025 dataset.

Element x y z (Å)
C: -9.060883 0.503820 0.736260
C: -8.451689 1.042766 -0.641711
C: -7.043969 1.692712 -0.294963
C: -6.687425 2.954836 -1.172064
C: -5.235448 3.574613 -0.877766
C: -4.516314 2.824486 0.304190
C: -3.096365 3.445930 0.691191
C: -2.768141 2.984264 2.169974
C: -1.910332 1.682988 2.277519
C: -2.441251 0.420421 2.363599
C: -3.974539 0.126736 2.363667
F: -4.376722 -0.659244 1.257421
C: -4.334116 -0.634819 3.715553
C: -4.201065 0.456948 4.871153
C: -1.499591 -0.834806 2.516548
O: -1.724646 -1.877701 1.956739
C: -0.232116 -0.575422 3.421686
C: 0.328932 -1.593208 4.338737
C: -0.375711 -2.990927 4.397314
O: -0.145270 -3.807847 3.230000
C: 1.141528 -4.263487 3.154031
F: 1.125994 -5.316285 2.251939
F: 1.646877 -4.780136 4.324222
F: 2.001613 -3.332650 2.593193
C: 1.495134 -1.200089 5.150665
B: 2.114896 -2.277946 6.212393
O: 3.422486 -2.801052 6.130969
C: 1.113419 -2.688409 7.432000
C: 1.372475 -4.211802 7.802886
C: 2.128945 0.163216 5.075813
P: 3.585492 0.471782 6.201141
C: 2.804434 0.677802 7.922218
C: 1.419403 1.460632 7.917464
C: 4.446674 2.099288 5.840031
C: 3.735912 3.389864 6.453423
C: 1.526320 1.113571 4.131067
O: 2.083199 2.419076 3.971033
C: 2.911332 2.303964 2.880660
N: 3.378805 2.182649 1.839686
C: 0.347534 0.788067 3.317094
C: -0.342020 1.809936 2.334451
O: 0.259622 2.599651 1.652478
H: -9.034566 1.335713 1.502526
H: -8.401219 -0.309507 1.144275
H: -10.123846 0.167457 0.621494
H: -9.166670 1.783500 -1.097793
H: -8.349500 0.133202 -1.299703
H: -7.061211 1.907702 0.815383
H: -6.274093 0.885361 -0.486298
H: -6.696309 2.653200 -2.258978
H: -7.504178 3.721207 -1.025377
H: -5.267030 4.691596 -0.716279
H: -4.601406 3.404217 -1.797905
H: -5.152273 2.947344 1.232147
H: -4.332370 1.732830 0.113196
H: -3.217332 4.572103 0.734271
H: -2.295036 3.214012 -0.054959
H: -3.680398 2.832456 2.811128
H: -2.151894 3.814838 2.653013
H: -4.595927 1.056417 2.365004
H: -3.673212 -1.523084 3.901511
H: -5.387310 -1.042643 3.654680
H: -4.540872 0.076754 5.866619
H: -4.834221 1.335968 4.545116
H: -3.150266 0.870049 4.939687
H: -1.485199 -2.779840 4.414697
H: -0.179673 -3.548473 5.359954
H: 3.414456 -3.441669 5.393974
H: 0.038300 -2.478771 7.153026
H: 1.330451 -2.036190 8.333458
H: 1.680898 -4.807493 6.894114
H: 0.489329 -4.714860 8.285440
H: 2.229735 -4.303938 8.526542
H: 3.513731 1.243961 8.578809
H: 2.600038 -0.326039 8.396580
H: 1.501084 2.329511 8.641160
H: 0.552142 0.848325 8.300460
H: 1.131767 1.908375 6.932713
H: 4.713832 2.239436 4.750277
H: 5.447027 2.040856 6.369767
H: 4.367311 4.304527 6.281407
H: 2.685357 3.532346 6.098684
H: 3.673105 3.271564 7.577027
C: 3.883276 -2.899684 -0.289452
C: 3.602981 -3.513242 -1.636121
C: 2.327798 -4.302699 -1.785614
O: 4.372674 -3.376948 -2.563848
H: 4.831460 -2.361961 -0.328202
H: 3.090691 -2.194668 -0.029899
H: 3.954688 -3.681684 0.468845
H: 1.466974 -3.659608 -1.591807
H: 2.330868 -5.147483 -1.093691
H: 2.256311 -4.684915 -2.805214
C: 3.228843 -2.504595 -5.206573
C: 1.938184 -2.688471 -5.961373
C: 1.292628 -1.456782 -6.542781
O: 1.436620 -3.786797 -6.096445
H: 3.577509 -3.470402 -4.845963
H: 3.989214 -2.081759 -5.866827
H: 3.067707 -1.848951 -4.349170
H: 1.966708 -0.988027 -7.262349
H: 1.045908 -0.753952 -5.744568
H: 0.373729 -1.737747 -7.057016
C: -2.317090 7.644281 4.380505
C: -1.621655 6.337178 4.658756
C: -0.311453 6.394141 5.400771
O: -2.097367 5.280327 4.299789
H: -3.245337 7.452108 3.841679
H: -2.554780 8.146675 5.320099
H: -1.679459 8.280995 3.764282
H: -0.460558 6.841362 6.385436
H: 0.414610 6.975661 4.829477
H: 0.074691 5.382358 5.530452
C: 5.232263 0.147678 -2.691519
C: 5.399917 1.630486 -2.476328
C: 5.636543 2.102140 -1.065143
O: 5.346113 2.412073 -3.403611
H: 5.069309 -0.048114 -3.752055
H: 6.133603 -0.379471 -2.373002
H: 4.367576 -0.214133 -2.131452
H: 6.556282 1.661837 -0.674510
H: 4.788899 1.826943 -0.434765
H: 5.738226 3.187858 -1.059079
C: -5.232487 3.876775 -4.996296
C: -6.095776 2.653815 -5.171581
C: -6.186113 2.063103 -6.554688
O: -6.693857 2.164518 -4.236469
H: -5.260596 4.192727 -3.952808
H: -4.199971 3.644858 -5.264569
H: -5.609333 4.690421 -5.619028
H: -5.195542 1.751408 -6.891550
H: -6.604992 2.796936 -7.246005
H: -6.839157 1.190223 -6.532701
C: 2.710584 -8.337402 -3.968852
C: 2.832441 -9.160241 -2.711877
C: 2.833569 -8.419696 -1.398455
O: 2.925670 -10.367868 -2.753969
H: 2.723393 -8.998433 -4.835698
H: 1.768623 -7.785370 -3.963057
H: 3.551441 -7.644930 -4.043685
H: 1.896424 -7.871870 -1.280118
H: 3.680492 -7.731307 -1.361035
H: 2.926988 -9.134462 -0.580259
C: -0.568146 -2.726737 -10.046419
C: -1.516950 -1.616548 -9.673813
C: -2.872609 -1.614433 -10.333043
O: -1.202701 -0.759522 -8.875600
H: 0.366035 -2.603479 -9.497924
H: -1.003587 -3.692522 -9.783258
H: -0.353952 -2.689510 -11.116373
H: -3.409602 -2.531265 -10.082586
H: -2.759871 -1.528273 -11.415483
H: -3.448498 -0.761706 -9.972126
C: 7.151490 2.238665 -8.336323
C: 7.279470 1.463380 -7.049204
C: 7.315386 2.253214 -5.767595
O: 7.350176 0.252336 -7.047772
H: 7.138125 1.543937 -9.176823
H: 6.219751 2.807528 -8.336855
H: 8.003270 2.911757 -8.451426
H: 6.391489 2.821542 -5.654716
H: 8.175302 2.926797 -5.769988
H: 7.409027 1.569547 -4.924795

Atoms 1-6, force components in eV/Å:
0.26 0.69 -0.30
-0.11 -0.35 1.31
-0.19 -0.56 -0.67
0.08 -0.05 0.01
0.10 -1.04 -0.30
0.87 1.08 0.32

As for the multiplicity: 1. As for the LUMO energy: -1.21 eV. As for the structure (SMILES): CCCCCCCCC1=C([C@@H](F)CC)C(=O)c2c(COC(F)(F)F)c(B(O)CC)c(P(CC)CC)c(OC#N)c2C1=O.CC(C)=O.CC(C)=O.CC(C)=O.CC(C)=O.CC(C)=O.CC(C)=O.CC(C)=O.CC(C)=O. The gap between HOMO and LUMO comes out at 7.24 eV. The value obtained for the max |F| is 3.14 eV/Å.

Results of the Mulliken charge analysis, in e, for atoms 1 through 99:
1 C -1.129
2 C -0.416
3 C -0.169
4 C 0.038
5 C -0.666
6 C -0.184
7 C -0.855
8 C -0.003
9 C 0.767
10 C 0.359
11 C 0.172
12 F -0.440
13 C -0.599
14 C -0.914
15 C -1.076
16 O -0.496
17 C 1.330
18 C 0.012
19 C -1.323
20 O -0.255
21 C 0.867
22 F -0.306
23 F -0.256
24 F -0.157
25 C 0.649
26 B -0.027
27 O -0.645
28 C -0.185
29 C -1.086
30 C -0.063
31 P -0.223
32 C -0.737
33 C -0.710
34 C -0.534
35 C -0.762
36 C 0.473
37 O -0.462
38 C 0.557
39 N -0.595
40 C 0.367
41 C -0.375
42 O -0.535
43 H 0.300
44 H 0.233
45 H 0.373
46 H 0.354
47 H 0.275
48 H 0.122
49 H 0.133
50 H -0.232
51 H 0.367
52 H 0.178
53 H 0.225
54 H 0.213
55 H 0.210
56 H 0.410
57 H 0.391
58 H 0.377
59 H -0.235
60 H 0.072
61 H 0.188
62 H 0.401
63 H 0.428
64 H 0.258
65 H 0.142
66 H 0.298
67 H 0.373
68 H 0.362
69 H 0.346
70 H 0.359
71 H 0.155
72 H 0.314
73 H 0.329
74 H 0.651
75 H 0.234
76 H 0.300
77 H 0.260
78 H 0.047
79 H 0.397
80 H 0.486
81 H 0.373
82 H -0.036
83 H 0.284
84 C -1.160
85 C 0.823
86 C -0.885
87 O -0.534
88 H 0.317
89 H 0.253
90 H 0.415
91 H 0.326
92 H 0.206
93 H 0.235
94 C -0.868
95 C 0.788
96 C -0.991
97 O -0.607
98 H 0.249
99 H 0.471